8
Properties=species:S:1:pos:R:3 method="wB97M-V/def2-TZVPD" e_lumo_ev=-0.381 homo_ev=-9.2 orbital_gap_ev=8.796 smiles="O=NCP" de_lowest_kcal_mol=98.49
C 0.069 0.236 -0.995
N 0.173 -1.115 -1.353
O 1.222 -1.697 -1.098
P -0.655 0.134 0.896
H -0.520 0.891 -1.498
H 1.073 0.830 -0.960
H 0.501 -0.489 1.359
H -1.743 -0.893 0.611